The following is a DFT calculation (ωB97M-V/def2-TZVPD) of a structure of composition C36H51Cl2N2OPZr.

```
94
Properties=species:S:1:pos:R:3:forces:R:3:lowdin_charge:R:1
P -1.57910 -0.33191 -0.93799 -3.4 0.0 -2.5 0.9367
C -1.68404 -1.88793 -1.95046 -0.1 -0.1 -0.1 -0.4357
C -3.07814 -2.36669 -2.39283 0.1 -0.1 0.0 -0.1970
C -2.97122 -3.76010 -3.03477 0.0 0.1 -0.1 -0.1945
C -1.98667 -3.77215 -4.21057 0.0 0.0 0.1 -0.2055
C -0.61008 -3.24956 -3.78161 -0.1 0.1 0.0 -0.1910
C -0.72889 -1.85396 -3.15581 0.0 -0.1 0.0 -0.2060
C -1.85597 1.15320 -2.01225 -0.2 0.0 -0.1 -0.4374
C -3.10071 1.09827 -2.91247 0.1 0.2 0.0 -0.1971
C -3.33352 2.46297 -3.57996 0.1 -0.1 0.0 -0.1967
C -2.09667 2.91972 -4.36486 0.0 0.0 0.1 -0.2044
C -0.85122 2.94231 -3.46916 -0.1 -0.1 0.0 -0.1874
C -0.61320 1.57846 -2.80951 -0.1 0.1 0.0 -0.2118
C -3.11865 -0.38141 0.10828 -0.2 -0.1 -0.3 -0.4389
C -3.09147 -1.61073 1.03427 -0.1 0.2 0.0 -0.2328
C -4.38361 -1.71602 1.85300 0.1 0.0 0.0 -0.1946
C -4.64708 -0.43174 2.64880 0.0 0.0 -0.1 -0.2065
C -4.65587 0.79430 1.72957 0.1 0.0 0.0 -0.1972
C -3.35518 0.90250 0.92134 -0.1 -0.1 -0.1 -0.2205
H -1.28168 -2.62714 -1.24245 -0.1 0.1 -0.2 0.0296
H -3.51322 -1.66297 -3.11316 0.1 -0.1 0.1 0.1039
H -3.76164 -2.41830 -1.53948 0.0 0.0 -0.1 0.0933
H -3.96325 -4.09270 -3.36424 0.1 0.0 0.0 0.1081
H -2.63068 -4.47306 -2.27126 0.0 0.1 -0.1 0.1165
H -1.90063 -4.78519 -4.62168 0.0 0.1 0.1 0.1059
H -2.37825 -3.13373 -5.01607 0.0 -0.1 0.1 0.1133
H -0.16916 -3.93330 -3.04364 0.0 0.1 -0.1 0.1168
H 0.07086 -3.21759 -4.64100 -0.1 0.0 0.1 0.1107
H 0.25645 -1.48725 -2.85090 -0.2 0.0 -0.1 0.0845
H -1.11437 -1.15525 -3.90997 0.0 -0.1 0.1 0.1047
H -2.00376 1.93704 -1.25660 0.0 -0.1 -0.1 0.0659
H -3.56263 3.20440 -2.80145 0.0 -0.1 -0.1 0.1148
H -3.98814 0.80647 -2.33888 0.1 0.0 -0.1 0.1029
H -2.95671 0.33759 -3.69041 0.0 0.1 0.1 0.1017
H -4.20849 2.41089 -4.23971 0.1 0.0 0.1 0.1074
H -2.27227 3.90957 -4.80319 0.0 -0.1 0.1 0.1055
H -1.92674 2.22660 -5.20189 0.0 0.1 0.1 0.1135
H 0.03275 3.23279 -4.04968 -0.1 0.0 0.1 0.1121
H -0.97961 3.69700 -2.68086 0.0 -0.1 -0.1 0.1172
H 0.24171 1.63086 -2.13433 -0.1 0.0 -0.2 0.0431
H -0.37864 0.83696 -3.58148 0.0 0.1 0.1 0.1099
H -3.95841 -0.49281 -0.59211 0.0 0.0 0.2 0.1004
H -2.91892 -2.52732 0.46113 0.0 0.1 0.1 0.0939
H -2.23094 -1.52496 1.71127 -0.1 0.0 0.0 0.0852
H -5.22786 -1.90122 1.17304 0.1 0.0 0.1 0.1155
H -4.32454 -2.57944 2.52700 0.0 0.1 -0.1 0.1096
H -3.85770 -0.30539 3.40153 0.0 0.0 -0.1 0.1128
H -5.59571 -0.50857 3.19397 0.1 0.0 -0.1 0.1064
H -4.80142 1.70956 2.31590 0.0 -0.1 -0.1 0.1094
H -5.50595 0.72188 1.03550 0.1 0.0 0.1 0.1153
H -3.40971 1.77228 0.25934 0.0 -0.1 0.1 0.1010
H -2.50452 1.07760 1.59033 -0.1 0.0 0.0 0.0779
Zr 0.35205 -0.25324 0.45209 0.7 -0.1 4.8 0.7883
Cl -0.02651 2.11453 0.65265 -0.8 1.2 0.1 0.1272
Cl 0.31695 -2.65858 0.63851 -0.6 -1.2 0.5 0.1192
C 1.59750 -0.45028 -0.89473 2.7 0.1 -4.0 -0.4339
H 1.67212 -1.47889 -1.28429 0.1 0.3 0.4 0.0165
C 2.54214 0.43572 -1.56500 0.5 -0.2 -0.5 -0.3127
C 2.55912 1.83938 -1.43608 0.2 -0.3 -0.1 -0.0969
C 3.49230 2.60016 -2.12850 0.2 -0.3 -0.1 -0.0940
C 4.43716 1.98415 -2.95581 -0.1 0.0 0.1 -0.1173
C 4.43883 0.59464 -3.09381 -0.2 0.2 0.2 -0.1050
C 3.49849 -0.16888 -2.40979 0.1 0.6 -0.1 -0.0623
H 1.82072 2.30961 -0.79446 0.3 0.0 -0.2 0.0085
H 3.48862 3.68150 -2.02210 0.0 -0.1 0.0 0.0967
H 5.16978 0.11029 -3.73530 -0.1 0.1 0.1 0.0935
H 3.49011 -1.25100 -2.51647 0.0 0.1 0.0 0.1022
H 5.16765 2.58504 -3.49055 -0.1 -0.1 0.1 0.0891
C 4.31081 -0.82904 5.84526 -0.1 0.0 0.5 0.0085
N 3.40971 -0.87716 4.68536 1.3 -1.7 1.9 -0.0625
N 3.03620 0.12501 3.87956 -0.3 2.2 -1.0 0.0758
C 2.12973 -0.37695 2.97578 0.1 0.0 -0.1 -0.4200
O 1.62576 0.29455 2.06830 0.1 1.2 0.2 -0.2126
C 1.94108 -1.71876 3.24697 1.1 -0.9 1.8 0.0236
C 2.76456 -1.99971 4.30838 -0.6 -0.5 -0.3 -0.2460
C 2.90517 -3.34614 4.95648 0.4 0.1 0.3 -0.0071
C 3.51588 1.49235 3.92047 0.4 0.4 0.2 -0.1254
C 4.86540 1.78707 4.20732 -0.4 0.0 -0.2 -0.0379
C 5.31414 3.10838 4.25196 -0.7 -0.1 -0.1 -0.0768
C 4.42731 4.15735 4.00695 -0.1 -0.4 0.0 -0.0818
C 3.09295 3.88350 3.70266 0.5 -0.6 0.1 -0.0570
C 2.64030 2.56159 3.65060 0.1 -0.2 0.3 0.0036
H 4.62507 0.19031 6.11619 -0.2 -0.5 -0.5 0.0842
H 5.19977 -1.46922 5.66063 -0.5 0.5 0.1 0.1069
H 3.77551 -1.21218 6.73930 0.3 0.1 -0.6 0.1002
H 1.32019 -2.44811 2.80109 -0.4 -0.1 -0.6 0.0164
H 3.95998 -3.68556 4.88475 -0.6 0.1 0.2 0.0942
H 2.60861 -3.28702 6.02353 0.3 -0.2 -0.5 0.0898
H 2.25945 -4.09481 4.44960 0.4 0.7 0.3 0.0983
H 5.58725 1.00007 4.37408 -0.1 -0.1 -0.1 0.1018
H 6.35243 3.31839 4.47454 0.0 -0.1 0.0 0.1038
H 4.77642 5.18020 4.04815 0.0 0.0 0.0 0.1017
H 2.40601 4.69705 3.51145 0.0 -0.1 0.0 0.1083
H 1.59837 2.37989 3.42670 0.0 -0.1 -0.1 0.1005
```
Positions in Å, forces in eV/Å.

Summary:
electronic energy	-78804.0588	eV
HOMO energy	-6.288	eV
orbital gap	0.240	Ha
largest force on an atom	4.86	eV Å⁻¹

The following is a DFT calculation (ωB97M-V/def2-TZVPD) of a cluster of 3 separate species, C36H51F17N3O7 in total.

```
114
Properties=species:S:1:pos:R:3:forces:R:3:lowdin_charge:R:1
C 12.85490 -1.96009 2.50119 0.4 -0.2 -0.2 -0.1070
C 12.35361 -1.89555 0.91964 1.0 -0.7 0.6 -0.2466
O 10.90832 -2.16556 0.80234 1.4 2.5 0.8 -0.2154
C 10.17902 -0.97887 1.27954 -1.8 -0.4 -0.6 -0.1750
C 9.22795 -0.39717 0.03888 1.3 -0.9 1.0 -0.1536
O 8.09058 -1.35737 -0.05578 -0.2 3.4 -1.3 -0.1969
C 7.06917 -0.69437 -0.88149 -1.9 -0.8 0.5 -0.1713
C 5.58621 -1.18233 -0.29470 1.5 -1.3 -1.2 -0.1432
O 4.59576 -0.28629 -0.90986 -0.1 1.5 2.9 -0.1944
C 4.22780 0.83106 -0.00296 0.1 -0.6 0.0 -0.1396
N 2.69333 0.94826 -0.11763 -2.8 0.5 -1.2 -0.0689
C 1.88039 0.96719 1.16497 -4.7 0.2 -3.1 0.0521
C 0.24648 1.04109 1.03069 2.7 -0.2 -2.0 0.0581
C -0.53015 1.09074 -0.42585 0.9 0.0 0.2 0.0065
C -2.19506 1.11539 -0.59334 2.1 0.2 -4.2 0.0180
C -3.16299 1.03798 0.72615 2.5 0.2 0.3 -0.1559
F -2.92199 2.31827 1.49139 -1.1 -4.2 -1.9 0.0067
F -2.64702 -0.12632 1.53968 -1.8 3.6 -2.1 -0.0087
C -4.75947 0.83722 0.42328 -0.1 1.4 -2.5 -0.1000
F -5.18471 2.04942 -0.37357 1.5 -3.9 2.3 0.0174
F -4.92818 -0.31528 -0.50488 0.4 3.4 3.3 0.0344
C -5.72916 0.80076 1.74063 -1.5 2.4 2.0 -0.0668
F -6.48805 2.10854 1.77360 2.6 -4.3 -0.2 0.0322
F -4.99406 0.77395 3.05008 -2.3 -0.3 -4.7 0.0474
C -6.93271 -0.35576 1.66484 -2.4 2.4 1.5 -0.0888
F -7.72020 -0.13309 0.43550 2.8 -1.1 3.8 0.0589
F -7.84871 0.01682 2.80936 2.9 -1.3 -3.8 0.0299
C -6.42984 -1.87522 1.94270 2.2 -0.7 2.3 -0.0573
F -6.79562 -2.19540 3.37367 1.0 0.7 -5.2 0.0412
F -4.91835 -1.93892 1.94256 -4.8 0.7 -0.3 0.0205
C -6.90373 -3.02409 0.88749 2.4 -2.9 -1.3 -0.0763
F -6.66792 -2.67669 -0.55802 -1.0 -0.7 5.1 0.0437
F -5.96656 -4.18927 1.12749 -3.1 3.7 -0.6 0.0302
C -8.40180 -3.63515 1.08036 -1.3 -3.2 -0.4 -0.0949
F -8.48112 -4.81522 0.13625 0.4 4.0 3.0 0.0388
F -8.70506 -4.19579 2.41870 1.4 2.3 -4.3 0.0650
C -9.64603 -2.66093 0.65812 -4.4 0.1 -1.1 -0.1197
F -10.86150 -3.55983 0.60205 4.3 3.2 0.3 0.0319
F -9.54083 -2.11128 -0.74550 0.0 -1.7 5.4 0.0373
F -9.99353 -1.61516 1.66042 1.8 -3.6 -3.8 0.0541
C -2.71635 1.21824 -2.16834 2.6 -0.4 1.2 0.0610
C -1.71862 1.25286 -3.48351 2.8 -0.2 3.3 0.0005
C -0.06997 1.19296 -3.29771 -4.2 -0.1 2.7 0.0288
C 0.48356 1.11445 -1.75662 0.6 -0.1 0.1 -0.0410
C 2.10838 1.03729 -1.52877 -2.7 -0.1 3.4 0.1349
H 11.99909 -1.74276 3.26969 1.5 -0.3 -1.6 0.0766
H 13.70293 -1.16526 2.63752 -1.6 -1.6 -0.1 0.0778
H 13.29681 -3.03488 2.76477 -1.0 2.4 -0.7 0.0899
H 12.66839 -0.86817 0.43224 -0.9 -1.9 0.9 0.1260
H 12.92316 -2.74991 0.35303 -1.3 1.7 0.9 0.1279
H 9.40076 -1.37341 2.09233 1.7 1.0 -1.6 0.1462
H 10.85039 -0.13565 1.73782 -1.1 -1.7 -1.0 0.1336
H 8.90126 0.68803 0.33948 0.3 -2.0 -0.7 0.1266
H 9.76826 -0.41107 -1.00177 -0.8 0.2 2.1 0.1469
H 7.06460 0.47511 -0.81998 0.3 -2.1 0.0 0.1219
H 7.07541 -1.00423 -2.01576 0.3 0.6 2.2 0.1457
H 5.54794 -1.24362 0.87307 0.0 0.4 -2.2 0.1385
H 5.36872 -2.27132 -0.73067 0.4 2.5 1.1 0.1540
H 4.75377 1.84428 -0.26413 -1.2 -1.9 0.1 0.1627
H 4.43684 0.61350 1.12925 -0.3 0.2 -2.2 0.1441
H 2.32694 0.90503 2.25628 -0.5 0.1 -2.9 0.1461
H -0.39116 1.02763 2.02966 1.5 0.0 -2.4 0.1199
H -3.88358 1.22901 -2.41840 2.9 0.0 0.8 0.1196
H -2.20169 1.32162 -4.56800 1.2 -0.2 2.7 0.1176
H 0.64175 1.18205 -4.22850 -1.5 0.1 2.1 0.1125
H 2.85532 1.01677 -2.43045 -1.5 0.0 2.1 0.1575
C -0.84894 7.93944 -6.59361 -0.3 -0.2 0.0 -0.1093
O -1.08798 6.76464 -7.35858 0.4 0.4 -0.1 -0.2004
C -0.21181 6.62697 -8.48581 -0.1 -0.7 0.0 -0.1968
C 0.80633 5.49726 -8.25578 -0.1 0.6 0.3 -0.2029
N 1.79323 5.86719 -7.23604 -0.2 -0.3 0.1 -0.0537
C 2.59851 4.74542 -6.74293 -0.2 0.2 0.2 -0.1916
C 1.85792 3.56434 -6.08089 0.5 0.1 0.1 -0.2241
O 1.25883 3.87637 -4.82164 -0.1 -0.3 -0.4 -0.2146
C 0.00119 4.53458 -4.91446 0.2 0.1 0.6 -0.0969
H -1.69091 8.07506 -5.90815 0.1 -0.1 -0.2 0.0921
H 0.05667 7.83603 -5.99535 0.2 0.2 0.1 0.0690
H -0.77552 8.82448 -7.23149 0.1 0.0 0.0 0.0905
H 0.27921 7.57161 -8.74781 0.0 -0.1 0.2 0.1233
H -0.84724 6.34376 -9.33225 0.1 0.0 0.1 0.1215
H 1.32589 5.28163 -9.19565 0.0 0.0 0.1 0.1240
H 0.23999 4.60635 -7.96098 -0.1 0.0 -0.2 0.0957
H 1.31430 6.28622 -6.44378 0.1 0.0 -0.3 0.0648
H 3.29099 5.16340 -6.00199 -0.1 -0.2 -0.1 0.1204
H 3.21423 4.36574 -7.56652 -0.1 -0.1 0.0 0.1192
H 2.61003 2.79625 -5.86482 0.0 0.1 0.0 0.1134
H 1.13352 3.08769 -6.74939 -0.2 0.2 0.0 0.1075
H -0.58575 4.19712 -5.76861 0.0 0.1 -0.1 0.0888
H 0.15332 5.61392 -4.94295 -0.2 0.0 -0.2 0.0714
H -0.56209 4.31742 -4.00081 0.1 -0.1 -0.1 0.0811
C -1.15714 -5.80221 7.15585 0.3 0.1 -0.3 -0.1107
O -1.38733 -5.65508 5.76020 -0.3 -0.3 0.4 -0.2015
C -2.61096 -6.25653 5.31493 -0.1 0.4 -0.6 -0.1991
C -3.64975 -5.18286 4.94897 0.3 -0.2 0.7 -0.2034
N -4.14881 -4.49351 6.14331 0.2 0.1 -0.3 -0.0509
C -4.89809 -3.26531 5.86032 0.3 0.1 0.2 -0.1864
C -4.16922 -2.13667 5.10093 -0.4 0.2 0.4 -0.2267
O -3.12828 -1.50209 5.84641 0.0 -0.3 -0.5 -0.1773
C -1.89463 -2.21028 5.85605 -0.1 0.5 0.4 -0.0968
H -0.11915 -5.52269 7.35978 -0.1 0.0 -0.1 0.0907
H -1.80224 -5.13541 7.72852 -0.1 -0.1 0.2 0.0703
H -1.30761 -6.83570 7.47964 0.0 0.0 0.0 0.0890
H -3.00721 -6.97723 6.03996 0.1 0.2 0.1 0.1222
H -2.36279 -6.81276 4.40419 -0.1 0.0 0.1 0.1189
H -4.49088 -5.65527 4.43022 0.0 0.0 0.0 0.1217
H -3.16401 -4.48523 4.25706 0.0 -0.1 -0.2 0.0965
H -3.36455 -4.25532 6.74402 -0.2 -0.1 -0.2 0.0654
H -5.21448 -2.86486 6.83128 0.0 0.0 -0.2 0.1242
H -5.81347 -3.52890 5.31794 0.1 0.0 0.0 0.1049
H -4.91007 -1.35202 4.90655 0.1 0.0 0.1 0.1040
H -3.80736 -2.45076 4.11643 0.2 -0.1 0.1 0.0922
H -1.70249 -2.72900 4.91692 -0.1 -0.2 0.0 0.0850
H -1.87522 -2.90173 6.69894 0.2 -0.2 -0.1 0.0685
H -1.09035 -1.48571 6.02131 -0.2 0.0 0.0 0.0870
```
Positions in Å, forces in eV/Å.

Summary:
electronic energy	-103123.8394	eV
net charge	+1
HOMO energy	-10.010	eV
orbital gap	0.179	Ha
largest force on an atom	5.67	eV Å⁻¹